Arrangement P

{
  "formula": "C3H5N3O3",
  "method": "ωB97M-V with the def2-TZVPD basis set",
  "gap_ha": 0.352,
  "smiles": "[H]/N=C1/OCON1/C=N\\O",
  "e_lumo_ev": 0.546,
  "elements": ["H", "N", "C", "O", "C", "O", "N", "C", "N", "O", "H", "H", "H", "H"],
  "positions_angstrom": [[-1.24, 1.95, -0.03], [-0.18, 2.03, -0.23], [0.45, 0.99, 0.04], [1.85, 1.01, 0.21], [2.32, -0.33, 0.07], [1.29, -1.24, -0.05], [0.10, -0.41, 0.06], [-1.05, -1.15, -0.03], [-2.28, -0.81, 0.06], [-2.57, 0.64, 0.27], [2.77, -0.44, 1.03], [3.07, -0.47, -0.73], [-1.01, -2.31, -0.25], [-3.51, 0.54, -0.40]]
}



Arrangement Q

{
  "formula": "C3H5N3O3",
  "method": "ωB97M-V with the def2-TZVPD basis set",
  "gap_ha": 0.389,
  "smiles": "NC(=O)c1conn1.O",
  "e_lumo_ev": 0.298,
  "elements": ["N", "C", "O", "C", "C", "O", "N", "N", "H", "H", "H", "O", "H", "H"],
  "positions_angstrom": [[0.57, -1.42, -0.52], [0.37, -0.05, -0.60], [0.97, 0.66, -1.40], [-0.89, 0.41, 0.03], [-1.90, 1.18, -0.47], [-2.78, 1.35, 0.49], [-2.36, 0.62, 1.59], [-1.29, 0.06, 1.30], [0.27, -1.98, -1.31], [0.53, -1.91, 0.37], [-2.06, 1.69, -1.42], [2.68, 0.00, 0.96], [2.46, -0.94, 0.56], [3.41, 0.33, 0.42]]
}



Which structure is the least stable? The one labeled arrangement P.



Arrangement P

{
  "formula": "CH5NO",
  "method": "ωB97M-V with the def2-TZVPD basis set",
  "gap_ha": 0.387,
  "smiles": "C=N.O",
  "e_lumo_ev": 0.795,
  "elements": ["C", "N", "H", "H", "H", "O", "H", "H"],
  "positions_angstrom": [[0.81, 2.30, 0.37], [1.73, 1.86, -0.40], [0.24, 3.19, 0.27], [0.51, 1.56, 1.09], [2.35, 1.27, 0.20], [-2.03, -3.27, 0.01], [-1.35, -2.76, -0.43], [-2.48, -3.91, -0.67]]
}



Arrangement Q

{
  "formula": "CH5NO",
  "method": "ωB97M-V with the def2-TZVPD basis set",
  "gap_ha": 0.408,
  "smiles": "NCO",
  "e_lumo_ev": 0.999,
  "elements": ["N", "C", "O", "H", "H", "H", "H", "H"],
  "positions_angstrom": [[-0.30, -0.14, 1.06], [0.62, 0.03, -0.11], [-0.02, -0.13, -1.51], [-0.99, 0.58, 1.07], [-0.88, -0.97, 1.05], [1.03, 1.20, -0.12], [1.49, -0.63, 0.01], [-0.95, 0.05, -1.45]]
}



Which structure is the least stable? The one labeled arrangement P.